Density functional theory data (ωB97M-V/def2-TZVPD) for C3H7NO4S as an isolated structure at a distorted geometry.

Cartesian coordinates (Å):
C: -0.2060 -1.7921 2.4919
C: -0.4537 -0.5905 1.9792
C: 0.0234 -0.3209 0.5830
N: -0.3131 -1.3839 -0.2460
O: 0.1951 0.2803 -3.1294
O: -1.4500 1.8654 -2.2399
O: 0.5735 0.6884 0.2306
O: 1.2755 2.5148 -1.6323
S: -0.2615 1.6955 -3.0478
H: -0.4886 -2.1252 3.5536
H: 0.5558 -2.4203 2.0282
H: -0.6831 0.1533 2.6924
H: 0.0845 -1.3299 -1.2012
H: 1.5640 1.7431 -1.0995
H: -1.0968 -1.9337 0.0451
H: 0.6810 2.9557 -1.0078

Cartesian forces, eV/Å:
C 0.643 -0.851 1.928
C 1.061 -0.941 0.036
C -1.825 -1.739 0.163
N 1.682 1.686 -0.242
O -0.464 2.605 0.140
O 0.628 0.309 -0.264
O 1.013 0.818 -0.257
O 0.392 -0.012 0.685
S -0.452 -3.174 -0.295
H 0.407 0.906 -1.651
H -0.875 -0.435 -0.372
H -1.044 1.164 0.032
H -1.043 -0.180 0.765
H -0.239 0.120 -0.241
H 0.061 -0.372 -0.400
H 0.055 0.096 -0.026

Results
* energy: -872.3867 Eh
* frontier orbital gap: 10.48 eV
* HOMO energy: -0.375 Ha

Density functional theory data (ωB97M-V/def2-TZVPD) for C16H22N2O5RhS4 as an isolated structure at a distorted geometry.

Cartesian coordinates (Å):
Rh: -0.1862 0.5077 -0.6386
C: -0.1055 -0.5981 -3.8399
C: -1.1259 -1.4290 -3.1181
S: -0.7291 -1.7417 -1.4031
C: 0.7947 -2.7031 -1.5324
C: 1.8415 -2.2013 -0.5564
S: 2.1867 -0.4450 -0.6668
C: 2.7758 -0.2507 -2.3645
C: 2.1059 0.9228 -3.0442
S: 0.3011 0.9400 -2.9682
H: -0.5137 -0.3070 -4.8079
H: 0.8311 -1.1236 -4.0161
H: -1.2725 -2.3908 -3.6145
H: -2.0849 -0.9195 -3.0732
H: 1.1301 -2.6965 -2.5677
H: 0.5436 -3.7310 -1.2663
H: 2.7813 -2.7413 -0.6723
H: 1.4944 -2.3399 0.4659
H: 2.6400 -1.1862 -2.9036
H: 3.8468 -0.0570 -2.3102
H: 2.3915 0.9812 -4.0960
H: 2.3999 1.8598 -2.5691
N: -0.9120 2.4047 0.2325
C: -2.2476 2.9183 -0.1060
C: -2.4483 2.9000 -1.5984
C: -2.6835 1.5030 -2.0517
O: -3.4615 1.1927 -2.9215
O: -1.9746 0.5341 -1.4570
H: -0.8486 2.1996 1.2223
H: -0.1971 3.0987 0.0401
H: -2.3715 3.9256 0.2921
H: -2.9828 2.2796 0.3813
H: -1.5562 3.2773 -2.1111
H: -3.2985 3.5076 -1.8993
O: 1.2242 1.3817 1.4330
C: 0.6457 0.4414 1.9694
N: -0.1814 -0.3796 1.2176
S: -0.8688 -1.5987 2.1069
O: -2.2933 -1.5405 2.0466
O: -0.2098 -2.8302 1.7588
C: -0.2248 -0.9962 3.6363
C: -0.4953 -1.4686 4.9040
C: 0.1515 -0.8356 5.9609
C: 1.0316 0.2209 5.7415
C: 1.2770 0.6924 4.4568
C: 0.6302 0.0712 3.4072
H: -1.1794 -2.2904 5.0702
H: -0.0411 -1.1675 6.9727
H: 1.5236 0.6859 6.5853
H: 1.9455 1.5231 4.2726

Cartesian forces, eV/Å:
Rh -1.045 -2.463 -2.828
C 0.039 0.082 -0.276
C -0.269 -0.269 -0.145
S 0.473 0.283 0.546
C -0.079 -0.274 0.108
C 0.033 -0.081 -0.122
S 0.180 0.668 0.609
C 0.074 0.017 -0.010
C 0.049 0.161 -0.190
S 0.068 0.728 0.499
H 0.062 0.043 -0.020
H -0.034 -0.060 0.008
H 0.072 0.007 0.014
H -0.065 -0.057 -0.094
H 0.082 0.007 0.017
H -0.005 0.001 -0.051
H -0.014 -0.029 -0.025
H 0.021 -0.076 0.031
H -0.033 0.022 -0.031
H 0.024 -0.053 -0.063
H 0.040 0.038 0.014
H 0.012 0.002 -0.025
N 1.121 -0.147 0.025
C -0.047 0.046 0.163
C -0.018 0.257 0.020
C 0.277 -0.975 -0.336
O -0.006 0.128 0.014
O -1.324 0.404 0.494
H 0.040 0.175 0.037
H -0.021 0.139 0.171
H 0.080 0.032 0.037
H -0.012 -0.018 0.009
H -0.069 0.104 0.012
H 0.029 0.022 -0.037
O 0.332 -0.050 1.131
C -0.343 -0.223 -0.242
N 0.423 1.397 0.756
S -0.055 0.129 -0.177
O -0.007 0.042 0.005
O -0.092 -0.086 -0.034
C -0.012 0.036 0.132
C 0.075 -0.039 -0.074
C -0.001 0.020 0.027
C -0.006 -0.014 -0.017
C 0.055 0.030 0.073
C -0.118 -0.127 -0.136
H 0.020 0.024 -0.006
H 0.025 0.000 -0.016
H -0.016 -0.001 -0.006
H -0.015 -0.004 0.010

Results
* energy: -2811.7103 Eh
* charge: +1
* frontier orbital gap: 8.04 eV
* HOMO energy: -0.438 Ha

Density functional theory data (ωB97M-V/def2-TZVPD) for one molecule with the formula C3H5NS at a distorted geometry.

Cartesian coordinates (Å):
C: 0.4211 -1.0972 1.2331
C: 0.5190 0.5146 -0.6866
C: -0.3043 0.1200 0.5285
N: 1.0481 -1.9410 1.6808
S: -1.9151 -0.4713 0.0768
H: 1.5950 0.7948 -0.4542
H: 0.6926 -0.3611 -1.3580
H: 0.1555 1.4967 -1.1167
H: -0.2742 0.7786 1.3158
H: -1.9377 0.1659 -1.2195

Cartesian forces, eV/Å:
C -0.981 1.986 -1.615
C 2.115 1.145 -0.284
C 2.365 -3.836 -0.284
N 0.252 -0.548 0.406
S -1.120 0.864 -2.066
H -1.187 -0.373 0.443
H -0.881 0.967 0.091
H -0.111 -1.546 -0.054
H -0.448 2.249 1.395
H -0.005 -0.908 1.969

Results
* energy: -570.2076 Eh
* structure (SMILES): C[C@@H](S)C#N
* frontier orbital gap: 10.45 eV
* HOMO energy: -0.362 Ha